The following is a DFT calculation (wB97M-V/def2-TZVPD) of a gas-phase ion, C5H12FIN2 (charge +2) in a non-equilibrium geometry.

```
21
Properties=species:S:1:pos:R:3:forces:R:3
N 0.82555 -2.29954 0.08762 1.28 1.54 -2.21
C 0.34094 -0.94974 -0.32189 0.89 2.84 -3.28
C -1.08435 -0.68436 0.06213 1.07 -1.99 2.10
C -1.54531 0.66971 -0.42975 -2.29 -0.14 -1.12
N -0.78814 1.85273 0.21294 -0.92 -1.84 -2.19
C 0.67277 1.83978 -0.09439 1.26 -1.90 -1.69
C 1.20367 0.27877 0.23611 0.13 1.01 0.07
F 1.01756 0.19866 1.58409 -0.15 -0.24 1.21
I 3.35005 0.14310 -0.08798 -0.84 -0.01 -0.21
H 1.83853 -2.44806 -0.08419 -0.19 0.36 0.60
H 0.37991 -3.04628 -0.38768 -0.89 -0.91 -1.36
H 0.52579 -2.43653 0.98873 -0.01 -0.52 3.57
H 0.33076 -0.85791 -1.45553 0.68 -0.51 1.21
H -1.07145 -0.93606 1.18420 -0.85 1.24 -1.15
H -1.63117 -1.52849 -0.35535 -0.81 0.49 -0.29
H -1.59943 0.69297 -1.60131 0.40 0.36 2.28
H -2.59705 0.78284 -0.02518 1.03 0.07 -0.80
H -1.42383 2.66379 0.02923 1.33 -0.11 0.47
H -0.83845 1.49314 1.13210 -0.30 0.75 2.15
H 1.19751 2.61182 0.51301 -0.22 -0.91 -0.33
H 0.89614 1.95967 -1.18692 -0.60 0.40 0.96
```
Positions in Å, forces in eV/Å.

LUMO energy   -7.0377 eV
SMILES   [NH3+][C@H]1CC[NH2+]C[C@]1(F)I
Highest occupied orbital energy   -17.26 eV
Net charge   +2
Max |F|   0.0862 hartree/bohr
Spin multiplicity   1